Entry 1:
Density functional theory data (the ωB97M-V functional and the def2-TZVPD basis) for a molecular structure, C7H12.

HOMO level = -7.801 eV
spin multiplicity = 1
energy relative to the best compared isomer or geometry (same formula, charge and spin) = 103.5 kcal per mole
LUMO level = 0.81 eV
HOMO-LUMO gap = 0.3165 Eh

Last column: natural (NBO) charge in e.
Geometry (Å):
C: 2.0372 0.2841 2.5861  -0.6014
C: -1.5500 -0.4931 -2.3938  -0.1134
C: -1.1854 -0.2455 -1.2451  -0.0978
C: -0.5411 0.6549 -0.3017  -0.4590
C: 0.3866 -0.0353 0.6948  -0.3790
C: 1.1220 0.9684 1.5767  -0.3933
C: -2.1358 -1.3176 -3.3875  -0.6887
H: 2.7949 -0.3223 2.0757  0.2018
H: 2.5579 1.0093 3.2193  0.2092
H: 1.7073 1.6480 0.9414  0.1946
H: -3.1387 -1.0852 -3.7596  0.2296
H: -2.0478 -1.6531 -2.0582  0.4383
H: -1.3241 1.2051 0.2329  0.2253
H: -0.1930 -0.7297 1.3177  0.1988
H: 0.3894 1.5971 2.1022  0.1936
H: 1.1165 -0.6471 0.1472  0.1985
H: 1.4645 -0.3846 3.2395  0.2015
H: -1.4816 -1.8406 -4.0949  0.2299
H: 0.0212 1.3873 -0.8927  0.2116

Entry 2:
Density functional theory data (the ωB97M-V functional and the def2-TZVPD basis) for a single C7H12 molecule.

HOMO level (alpha / beta) = -7.616 / -7.559 eV
spin multiplicity = 1
energy relative to the best compared isomer or geometry (same formula, charge and spin) = 101.1 kcal per mole
LUMO level (alpha / beta) = 0.89 / 0.59 eV
HOMO-LUMO gap (alpha / beta) = 0.3128 / 0.2995 Eh

Last column: natural (NBO) charge in e.
Geometry (Å):
C: -0.7687 0.0305 1.8635  -0.4125
C: -1.2629 -1.3546 1.5289  -0.4217
C: 1.0767 -0.9595 0.3625  -0.3179
C: 1.3084 1.2020 -1.9574  -0.6772
C: -0.3318 -0.6522 0.5831  -0.1183
C: -0.6993 0.1342 -0.6730  -0.4618
C: 0.4893 1.0443 -0.7088  -0.0583
H: -2.3000 -1.4660 1.2289  0.2172
H: -0.7379 -0.5096 -1.5601  0.2051
H: 1.6713 0.2134 -2.2709  0.2054
H: -1.4632 0.8640 1.7573  0.2053
H: 1.5259 -0.9892 -0.6094  0.1799
H: -0.0456 0.1584 2.6680  0.2158
H: 0.4123 1.9247 -0.0659  0.1875
H: -0.8787 -2.1781 2.1288  0.2187
H: 2.1704 1.8520 -1.7775  0.2197
H: -1.6755 0.6135 -0.5399  0.2159
H: 1.5230 -1.7391 1.0077  0.1801
H: 0.7684 1.6087 -2.8315  0.2170

Entry 3:
Density functional theory data (the ωB97M-V functional and the def2-TZVPD basis) for a single C7H12 molecule.

HOMO level = -9.522 eV
spin multiplicity = 1
energy relative to the best compared isomer or geometry (same formula, charge and spin) = 61.4 kcal per mole
LUMO level = 1.17 eV
HOMO-LUMO gap = 0.3930 Eh

Last column: natural (NBO) charge in e.
Geometry (Å):
C: -0.7332 1.2182 0.7633  -0.3813
C: 2.4070 0.0801 -0.7345  -0.5974
C: 0.9455 -0.2367 -0.7671  -0.3903
C: 0.2515 0.0214 0.5681  -0.2276
C: -1.8995 -0.5309 -0.4009  -0.4930
C: -1.9044 0.2170 0.9266  -0.2157
C: -0.9230 -0.8849 0.7201  -0.1976
H: 0.5271 0.3186 -1.6177  0.2007
H: -0.5160 1.7507 1.6931  0.2135
H: -1.6156 0.0562 -1.2723  0.2028
H: 0.9246 -0.0166 1.4336  0.2021
H: -2.1295 -1.5244 -0.8968  0.2522
H: 0.8695 -1.3356 -1.0558  0.1952
H: 2.5436 1.1423 -0.5255  0.1968
H: 2.8641 -0.1543 -1.7035  0.2064
H: -2.6975 0.3141 1.6619  0.2198
H: 2.8307 -0.4844 0.0988  0.1971
H: -0.9363 -1.8764 1.1792  0.2170
H: -0.8087 1.9256 -0.0703  0.1993

Entry 4:
Density functional theory data (the ωB97M-V functional and the def2-TZVPD basis) for a single C7H12 molecule.

HOMO level = -9.795 eV
spin multiplicity = 1
energy relative to the best compared isomer or geometry (same formula, charge and spin) = 30.7 kcal per mole
LUMO level = 1.14 eV
HOMO-LUMO gap = 0.4018 Eh

Last column: natural (NBO) charge in e.
Geometry (Å):
C: -1.6309 -1.5993 0.5386  -0.4188
C: 1.7027 1.3023 -0.8437  -0.6076
C: 0.5684 1.2829 0.1831  -0.1973
C: -0.8690 0.8839 -0.2951  -0.3933
C: -0.6379 -0.5000 0.3013  -0.0590
C: 0.5453 0.0313 1.1158  -0.3905
C: -0.5295 -1.7766 -0.4727  -0.4132
H: 0.2977 0.2918 2.1512  0.2063
H: 1.6228 2.1734 -1.5058  0.2088
H: 0.5874 2.2321 0.7320  0.1964
H: 1.4464 -0.5968 1.1057  0.2005
H: -0.7861 -1.7913 -1.5290  0.2099
H: -2.6341 -1.4659 0.1354  0.2137
H: 2.6781 1.3631 -0.3389  0.2081
H: 0.2928 -2.4306 -0.1905  0.2087
H: -1.1546 0.9236 -1.3526  0.2026
H: 1.7157 0.4029 -1.4714  0.2050
H: -1.6145 1.4506 0.2778  0.2051
H: -1.6008 -2.1777 1.4587  0.2144

> What is the energy relative to the best compared isomer or geometry (same formula, charge and spin) in the fourth record?

30.7 kcal per mole